(1)
Density functional theory data (wB97M-V/def2-TZVPD) for C19H20N2Tc as an isolated structure.

Calculated values
Kohn-Sham gap (alpha / beta): 6.953 / 4.848 eV
net charge: 0
energy relative to the best compared isomer or geometry (same formula, charge and spin): 89.9 kcal/mol
LUMO (alpha / beta): 0.0135 / -0.0624 hartree
2S+1: 4

Each line ends with the Mulliken charge.
Cartesian coordinates (Å):
C (-0.206, 0.753, -3.496)  -0.8784
C (1.196, 0.860, -3.211)  -0.5093
C (1.378, 1.742, -2.118)  -0.4504
C (0.104, 2.207, -1.701)  -0.3447
C (-0.882, 1.645, -2.581)  -0.6773
Tc (-0.309, -0.264, -1.670)  0.1294
N (-2.050, -0.189, -1.118)  -0.5849
C (0.261, -1.974, -2.509)  -0.7116
C (1.586, -1.488, -2.289)  -0.5624
H (2.334, 2.069, -1.724)  0.4537
H (2.003, 0.443, -3.805)  0.7818
H (-0.072, 2.993, -0.973)  0.5653
H (-1.911, 1.977, -2.681)  0.5326
H (-0.667, 0.283, -4.360)  0.5746
H (2.186, -1.342, -3.204)  0.4272
H (-0.059, -2.848, -1.926)  0.2719
H (-2.823, -0.877, -1.027)  -0.0204
H (2.169, -2.001, -1.523)  0.4387
H (-0.169, -2.082, -3.512)  0.2670
C (-2.027, 3.047, 2.752)  -0.4513
C (-2.497, 2.703, 1.484)  -0.7836
C (-1.855, 1.712, 0.767)  -0.0279
C (-0.719, 1.021, 1.255)  -0.1322
C (-0.281, 1.358, 2.565)  -0.2520
C (-0.929, 2.357, 3.289)  -0.6588
N (-0.035, 0.052, 0.526)  0.4095
C (0.514, -1.047, 1.190)  -0.2288
C (1.822, -1.504, 0.883)  -0.4064
C (2.334, -2.640, 1.506)  -0.7894
C (1.563, -3.335, 2.444)  -0.3725
C (0.287, -2.873, 2.789)  -0.7647
C (-0.219, -1.722, 2.196)  0.3486
H (-2.528, 3.829, 3.322)  0.3736
H (-3.364, 3.177, 1.022)  0.4032
H (-2.314, 1.429, -0.187)  0.4703
H (0.562, 0.811, 2.993)  0.4583
H (-0.576, 2.594, 4.291)  0.3594
H (2.413, -0.937, 0.157)  0.7619
H (3.339, -2.983, 1.253)  0.3962
H (1.955, -4.236, 2.918)  0.3598
H (-0.320, -3.400, 3.526)  0.3628
H (-1.191, -1.318, 2.487)  0.4611



(2)
Density functional theory data (wB97M-V/def2-TZVPD) for the molecule C19H20O6S.

Calculated values
Kohn-Sham gap: 9.072 eV
net charge: 0
SMILES: Cc1cc2c(c3c1S(=O)(=O)CC3)C(=O)[C@@H]1C[C@@]3([C@H](C)O)O[C@H]3C[C@@H]1C2=O
energy relative to the best compared isomer or geometry (same formula, charge and spin): 26.7 kcal/mol
LUMO: -0.0330 hartree

Each line ends with the Mulliken charge.
Cartesian coordinates (Å):
O (0.888, -2.861, -1.470)  -0.6808
O (-3.034, 0.357, 0.201)  -0.6654
O (0.024, 4.231, -3.537)  -0.6839
O (1.533, 4.543, -1.595)  -0.7029
O (1.821, -0.703, 1.281)  -0.4659
O (0.071, -3.296, 3.093)  -0.6522
C (0.089, -2.084, -0.957)  0.5543
C (-1.934, -0.214, 0.030)  -0.3498
C (1.115, -0.180, -2.180)  -1.6188
C (0.102, -0.645, -1.329)  -0.4197
C (-0.836, 0.297, -0.811)  0.3637
C (1.278, 1.172, -2.495)  0.5678
C (-0.673, 1.643, -1.102)  0.4288
C (0.398, 2.051, -1.892)  0.9928
C (2.393, 1.563, -3.430)  -1.5906
C (0.888, 0.287, 3.271)  -1.6148
C (-1.640, 2.776, -0.666)  -0.6339
C (1.271, -1.053, 2.584)  0.1336
C (0.090, -2.040, 2.371)  1.3831
C (-0.661, -3.856, 0.732)  -1.4518
C (-1.335, -1.482, 2.154)  -1.3198
C (-1.081, 4.137, -1.092)  -0.6825
C (0.436, -3.428, 1.744)  -0.3506
C (-1.085, -2.678, -0.143)  -0.2632
C (-1.846, -1.594, 0.710)  0.4163
S (0.342, 3.863, -2.149)  1.3402
H (2.478, 0.015, 1.407)  0.3123
H (1.785, -0.909, -2.583)  0.5375
H (3.253, 1.959, -2.836)  0.2987
H (2.023, 2.337, -4.115)  0.4097
H (2.722, 0.674, -4.009)  0.3797
H (1.821, 0.842, 3.539)  0.4523
H (0.352, 0.921, 2.553)  0.3343
H (0.310, 0.092, 4.143)  0.4114
H (-2.620, 2.622, -1.135)  0.3194
H (-1.767, 2.772, 0.421)  0.2712
H (2.021, -1.562, 3.229)  0.3370
H (-0.281, -4.666, 0.104)  0.4247
H (-1.506, -4.310, 1.286)  0.4625
H (-1.433, -0.405, 2.425)  0.3840
H (-2.025, -2.057, 2.798)  0.3532
H (-0.790, 4.701, -0.202)  0.3324
H (-1.780, 4.773, -1.661)  0.3631
H (1.499, -3.643, 1.451)  0.3932
H (-1.775, -3.089, -0.878)  0.6663
H (-2.900, -1.873, 0.741)  0.5233



(3)
Density functional theory data (wB97M-V/def2-TZVPD) for a 2-piece molecular cluster, C19H21BCl3NO2 overall.

Calculated values
Kohn-Sham gap: 4.942 eV
net charge: 0
energy relative to the best compared isomer or geometry (same formula, charge and spin): 0.0 kcal/mol
LUMO: -0.0866 hartree

Each line ends with the Mulliken charge.
Cartesian coordinates (Å):
Cl (-0.625, 4.658, 3.115)  -0.3131
B (-1.479, 3.251, 2.245)  0.6003
Cl (-0.946, 1.654, 3.003)  -0.2800
Cl (-3.305, 3.456, 2.419)  -0.2993
O (-1.132, 3.243, 0.825)  -0.4019
C (-1.674, 2.288, 0.063)  -0.2361
C (-1.394, 2.207, -1.307)  0.4853
C (-1.946, 1.228, -2.164)  -0.3321
C (-1.630, 1.221, -3.500)  -0.7145
C (-0.765, 2.171, -4.021)  -0.2791
C (-0.212, 3.140, -3.198)  -0.7109
C (-0.519, 3.160, -1.863)  -0.2289
H (-2.340, 1.585, 0.539)  0.4619
H (-2.618, 0.492, -1.764)  0.4434
H (-2.056, 0.476, -4.151)  0.4117
H (-0.523, 2.161, -5.071)  0.4231
H (0.458, 3.881, -3.602)  0.4200
H (-0.107, 3.905, -1.204)  0.5192
C (4.574, 1.355, -0.566)  -0.4552
C (4.076, 1.594, 0.699)  -0.5614
C (2.971, 0.908, 1.144)  -0.4604
C (2.338, -0.039, 0.334)  0.7057
C (1.188, -0.746, 0.849)  -0.3231
C (0.577, -1.792, 0.252)  -0.1611
N (-0.446, -2.546, 0.811)  0.2508
C (-0.665, -3.916, 0.296)  -0.5634
C (-2.050, -4.449, 0.655)  -0.6371
O (-2.333, -4.291, 2.036)  -0.3630
C (-2.286, -2.933, 2.447)  -0.7388
C (-0.915, -2.305, 2.189)  -0.0158
C (2.863, -0.271, -0.941)  -0.3638
C (3.966, 0.423, -1.383)  -0.7615
H (5.434, 1.900, -0.916)  0.3895
H (4.552, 2.318, 1.339)  0.3985
H (2.586, 1.092, 2.131)  0.3892
H (0.827, -0.427, 1.809)  0.1142
H (0.936, -2.133, -0.700)  0.2480
H (-0.528, -3.905, -0.792)  0.3711
H (0.113, -4.562, 0.717)  0.3128
H (-2.837, -3.945, 0.081)  0.3166
H (-2.137, -5.521, 0.440)  0.3260
H (-3.080, -2.385, 1.924)  0.3341
H (-2.537, -2.916, 3.514)  0.3366
H (-0.166, -2.710, 2.878)  0.3003
H (-0.967, -1.223, 2.352)  -0.0785
H (2.402, -0.993, -1.589)  0.3239
H (4.354, 0.240, -2.372)  0.3968



(4)
Density functional theory data (wB97M-V/def2-TZVPD) for C19H21BNOSc as an isolated structure.

Calculated values
Kohn-Sham gap (alpha / beta): 5.945 / 6.571 eV
net charge: 0
LUMO (alpha / beta): -0.0208 / -0.0249 hartree

Each line ends with the Mulliken charge.
Cartesian coordinates (Å):
C (-3.244, -0.134, -1.086)  -0.0262
C (-2.923, 1.265, -0.920)  -0.4536
C (-1.729, 1.491, -1.630)  -0.8293
H (-3.597, 2.049, -0.563)  0.5240
C (-1.250, 0.230, -2.142)  -0.2949
C (-2.185, -0.785, -1.743)  -1.1976
H (-2.093, -1.864, -1.831)  0.4100
H (-4.145, -0.630, -0.720)  0.5022
H (-1.267, 2.471, -1.712)  0.4083
H (-0.449, 0.100, -2.846)  0.8042
C (-0.212, 0.968, 2.596)  -0.3911
C (-1.585, 1.196, 2.719)  -0.7841
C (-2.291, -0.100, 2.667)  -0.0166
H (-2.081, 2.155, 2.636)  0.4388
C (-1.225, -1.107, 2.348)  -1.2214
C (0.025, -0.453, 2.478)  -0.4321
H (0.999, -0.880, 2.564)  0.5793
H (0.501, 1.752, 2.608)  0.4871
H (-2.905, -0.511, 3.467)  0.6189
H (-1.401, -2.171, 2.333)  0.5006
Sc (-1.069, 0.182, 0.265)  0.9828
O (0.796, 0.716, -0.077)  -0.4300
C (1.654, 1.013, -1.161)  -0.6563
C (2.231, -0.187, -1.784)  -0.5114
H (1.061, 1.496, -1.955)  0.2264
H (2.490, 1.691, -0.921)  0.4530
H (1.579, -0.761, -2.437)  0.2956
H (3.804, -1.338, -3.564)  0.3780
C (4.266, -1.272, -2.580)  -0.4393
C (3.505, -0.674, -1.530)  0.5754
C (4.113, -0.590, -0.240)  -0.2967
H (3.515, -0.173, 0.568)  0.3505
C (5.407, -1.036, -0.037)  -0.5488
H (5.862, -0.972, 0.953)  0.3674
C (6.147, -1.572, -1.101)  -0.3599
H (7.172, -1.904, -0.938)  0.3534
C (5.570, -1.682, -2.376)  -0.5221
H (6.153, -2.082, -3.207)  0.3507
B (-5.725, 0.838, 1.919)  0.2498
C (-4.325, 0.585, 1.497)  -0.3017
N (-3.206, 0.120, 1.428)  -0.0210
H (-5.586, 1.437, 2.973)  -0.0331
H (-6.106, -0.321, 2.075)  -0.0138
H (-6.252, 1.443, 1.008)  -0.0751



Number 1: largest force on an atom 5.524 eV Å⁻¹. Number 2: largest force on an atom 3.024 eV Å⁻¹. Number 3: largest force on an atom 4.626 eV Å⁻¹. Number 4: largest force on an atom 4.792 eV Å⁻¹.